108
Properties=species:S:1:pos:R:3:forces:R:3 method="wB97M-V/def2-TZVPD" e_above_lowest_ev=1.317 energy_ev=-59786.5412 e_lumo_ev=-8.344 orbital_gap_ev=4.29 charge=+2
Os 0.66758 0.26180 -0.16309 -0.753 -0.669 -0.491
C -1.26773 5.65415 1.52302 0.007 -0.035 0.023
C -1.83612 4.46440 0.73353 -0.058 0.013 -0.020
C -3.33681 4.71400 0.52667 0.010 0.002 -0.014
C -1.07301 4.27833 -0.57376 0.009 0.009 -0.015
C -1.32030 5.21667 -1.57475 0.006 0.021 0.016
C -0.67796 5.18456 -2.79561 -0.011 0.013 -0.016
C 0.27673 4.21139 -3.02993 0.012 0.017 0.023
C 0.57022 3.26094 -2.06371 -0.013 -0.023 0.045
C 1.69447 2.28782 -2.34590 -0.054 0.012 -0.023
C 1.16822 0.87161 -2.56613 0.237 -0.229 0.233
C 2.88792 2.46170 -1.39752 0.020 0.016 0.024
C -0.13061 3.26741 -0.84906 0.025 -0.047 0.068
N 0.15468 2.21084 0.10188 0.107 0.531 0.367
C 0.39330 2.63489 1.34907 -0.111 0.059 -0.455
C 0.79031 1.74820 2.30696 0.020 -0.098 0.380
C 1.18247 2.00510 3.63112 -0.138 0.093 -0.220
C 1.74934 0.84525 4.08142 0.064 -0.192 -0.062
C 1.72561 -0.09910 3.02380 0.038 0.090 0.101
N 1.10000 0.43087 1.93162 -0.074 -0.028 0.040
C 2.43716 -1.42867 3.15598 -0.013 0.022 -0.023
C 1.59883 -2.55767 2.57108 0.020 0.035 0.022
C 2.71518 -1.76411 4.62738 -0.007 -0.015 -0.017
C 3.79592 -1.31135 2.44764 -0.001 -0.048 -0.009
H -1.80879 5.77883 2.46154 -0.002 -0.001 0.004
H -1.38555 6.57219 0.94592 -0.004 -0.003 -0.001
H -0.20494 5.56595 1.75385 0.029 -0.025 -0.011
H -1.74342 3.56194 1.33988 -0.055 -0.006 -0.022
H -3.52762 5.73846 0.20696 -0.001 -0.004 -0.022
H -3.86723 4.57248 1.46890 0.003 0.014 0.010
H -3.77742 4.05229 -0.21641 -0.009 -0.028 0.003
H -2.04483 5.99728 -1.38556 -0.008 0.008 0.000
H -0.90131 5.92606 -3.55023 -0.003 0.001 -0.002
H 0.82255 4.20311 -3.96546 0.000 -0.001 -0.002
H 2.08322 2.56436 -3.33017 -0.056 0.011 -0.005
H 0.31766 0.38563 -1.90710 -0.195 0.108 -0.054
H 1.94033 0.12548 -2.73342 0.021 0.057 -0.093
H 0.52485 0.88973 -3.44842 -0.020 -0.038 -0.012
H 2.73891 2.07999 -0.38300 -0.041 0.000 -0.020
H 3.10131 3.52573 -1.29544 0.011 -0.001 -0.010
H 3.78357 1.99666 -1.81188 -0.002 -0.032 0.000
H 0.33110 3.68843 1.57749 0.063 0.012 0.027
H 1.06630 2.94101 4.15444 0.007 0.002 0.002
H 2.16697 0.66996 5.05623 0.007 0.005 0.015
H 0.83485 -2.87357 3.28247 0.020 -0.002 0.070
H 2.22279 -3.42281 2.33893 -0.007 -0.017 -0.001
H 1.10231 -2.22272 1.66570 0.024 0.054 0.047
H 1.80669 -1.73303 5.23034 -0.008 0.007 0.007
H 3.45532 -1.09824 5.06963 -0.012 0.004 -0.003
H 3.11803 -2.77607 4.68113 0.013 -0.006 0.007
H 3.68502 -1.14797 1.38042 -0.001 0.018 -0.023
H 4.36625 -2.22979 2.59628 0.012 -0.008 -0.008
H 4.37529 -0.48453 2.86049 -0.014 -0.004 0.003
N 4.91883 -5.39415 -1.82997 0.001 -0.056 0.015
C 5.21344 -4.14847 -1.39905 -0.027 0.072 0.014
O 6.32831 -3.74575 -1.16119 0.024 -0.025 -0.013
C 4.04317 -3.21516 -1.16636 0.009 0.004 0.003
C 4.28849 -1.85147 -1.26193 0.027 -0.023 0.011
C 3.27729 -0.96593 -0.97261 -0.052 -0.055 0.014
N 2.04125 -1.34986 -0.59241 -0.085 -0.047 0.140
C 1.81641 -2.66445 -0.50209 0.121 -0.007 -0.062
C 2.77650 -3.62020 -0.77811 0.005 -0.019 -0.028
H 5.69054 -6.01418 -2.02094 -0.003 0.006 -0.006
H 4.01627 -5.63860 -2.19529 0.006 0.012 -0.012
H 5.27548 -1.49799 -1.52659 0.001 -0.007 0.001
H 3.45791 0.09671 -1.01369 -0.015 0.012 0.015
H 0.82993 -2.95690 -0.18790 0.012 0.035 -0.051
H 2.52458 -4.66512 -0.65331 0.013 -0.011 -0.009
C -1.66244 -1.62195 2.67997 -0.113 0.307 -0.411
C -2.08671 -2.48254 1.54159 -0.210 -1.085 1.507
C -1.27155 -3.68998 1.21241 0.221 0.347 -0.263
C -3.55146 -2.64966 1.35516 0.166 0.468 -0.485
Si -1.43715 -0.73092 -0.74870 1.181 0.359 -0.158
C -2.97212 0.40971 -0.57049 -0.142 -0.083 0.075
C -2.70852 1.53624 -1.60136 0.045 0.001 -0.007
C -4.36120 -0.14357 -0.91866 0.024 0.077 -0.011
C -3.02523 0.99509 0.84594 0.018 0.053 -0.059
C -1.61172 -1.91235 -2.28162 -0.121 0.234 -0.026
C -1.98318 -1.01639 -3.48540 -0.005 -0.083 -0.054
C -2.74866 -2.93735 -2.13064 0.011 0.056 -0.058
C -0.34931 -2.68189 -2.67482 -0.015 0.047 0.012
H -1.49028 -2.28314 3.54204 0.023 -0.149 -0.098
H -2.42888 -0.90616 2.96233 -0.003 -0.005 -0.022
H -0.72678 -1.09475 2.50148 0.035 -0.054 0.000
H -1.71384 -4.53363 1.76128 -0.135 0.110 0.016
H -0.23847 -3.61132 1.52794 -0.078 0.036 -0.030
H -1.32652 -3.96928 0.16120 -0.080 -0.004 -0.024
H -3.86323 -3.36537 2.13341 0.198 0.011 0.048
H -3.82832 -3.09725 0.40369 0.011 -0.056 -0.030
H -4.11279 -1.73919 1.53701 -0.006 0.017 0.003
H -3.03485 1.25309 -2.59684 -0.017 -0.039 -0.040
H -1.67424 1.86000 -1.66710 -0.050 -0.034 0.004
H -3.29579 2.40726 -1.30997 -0.017 0.031 0.007
H -4.43768 -0.46357 -1.95572 0.001 -0.014 0.016
H -5.07799 0.67290 -0.78948 -0.023 -0.017 0.004
H -4.69105 -0.95930 -0.28479 -0.031 -0.066 0.062
H -2.04899 1.31113 1.21421 0.034 0.011 -0.006
H -3.43453 0.27715 1.55426 -0.041 0.001 0.026
H -3.68956 1.86242 0.85315 0.001 0.008 0.019
H -2.99761 -0.63527 -3.41895 -0.020 0.033 -0.003
H -1.93184 -1.63373 -4.38567 -0.016 0.026 -0.047
H -1.30999 -0.17157 -3.63525 0.005 0.000 0.019
H -3.69694 -2.48578 -1.85018 -0.037 0.014 0.002
H -2.51502 -3.72606 -1.41834 0.024 -0.065 0.038
H -2.89831 -3.42456 -3.09834 -0.020 -0.027 0.013
H 0.53056 -2.04394 -2.77423 0.000 0.005 0.016
H -0.51924 -3.15230 -3.64668 -0.004 -0.006 -0.008
H -0.12459 -3.48654 -1.97762 0.032 -0.030 0.036